Record 1
Entry from OMol25: the molecule C2H7N2P at a distorted geometry (ωB97M-V/def2-TZVPD).

```
12
Properties=species:S:1:pos:R:3:forces:R:3
C 1.03268 -0.12254 -0.30767 -4.10 -0.40 2.12
C -0.30286 -1.25216 0.43034 2.15 -0.30 -1.44
P -1.66603 -0.19433 0.00130 -0.01 1.65 0.90
N -0.68548 1.34384 0.20099 -0.81 0.01 0.39
N 0.70520 1.08657 0.32950 -2.10 0.13 -3.55
H 1.95602 -0.35055 0.06628 2.63 -1.40 -0.06
H 0.75076 -0.04936 -1.35687 0.71 -0.50 -0.06
H -0.48430 -2.28830 -0.10269 0.75 1.92 1.36
H -0.10299 -1.25508 1.53694 -0.19 -0.45 -1.16
H -1.38310 -0.23979 -1.34571 -0.23 -0.49 -1.14
H -0.90639 1.93290 -0.61345 0.50 -0.24 0.54
H 1.08649 1.38877 1.16105 0.71 0.08 2.09
```
Positions in Å, forces in eV/Å.

The value obtained for the molar mass is 90.1 g/mol. Its spin multiplicity is 1. For the energy above the lowest of the compared OMol25 structures with the same formula, charge and spin, the calculation gives 2.548 eV. The value obtained for the total energy is -531.1583 a.u. The HOMO energy comes out at -0.31270 Eh.

Atomic partial charges in e from the Löwdin method, atoms 1 to 2:
1 C -0.1684
2 C -0.4004


Record 2
Entry from OMol25: a structure of composition C13H30BeN4O7 at a distorted geometry (ωB97M-V/def2-TZVPD).

```
55
Properties=species:S:1:pos:R:3:forces:R:3
Be -2.30229 -17.28131 -16.61953 0.08 0.22 1.41
C -2.51378 -15.03720 -13.27855 -0.48 0.57 0.66
C -3.77389 -15.52851 -14.00144 1.10 0.20 -2.28
C -4.28075 -14.44882 -14.94962 -0.36 1.91 0.48
O -3.66124 -16.69392 -14.74771 1.50 -1.66 -1.34
H -1.83786 -14.41826 -13.87103 0.14 -0.46 -0.36
H -1.98930 -15.81779 -12.72821 0.07 -0.15 -0.30
H -2.89967 -14.34643 -12.52076 0.17 0.10 0.21
H -4.51220 -15.64176 -13.19864 -0.33 -0.42 -0.11
H -4.28863 -13.48754 -14.41588 -0.69 0.07 0.33
H -5.27015 -14.65953 -15.35511 -0.06 -0.11 0.23
H -3.68605 -14.11310 -15.80357 0.65 -1.12 -0.09
C 1.84769 -18.63514 -17.88174 0.41 0.30 1.26
C 0.41879 -18.24768 -17.50660 -1.12 0.82 1.19
O -0.24357 -17.45583 -18.20870 -0.41 0.83 -1.86
O -0.11096 -18.61904 -16.42933 0.24 -0.67 0.52
H 2.35903 -18.97304 -16.97785 -0.40 -0.87 -0.05
H 2.49258 -17.76964 -18.04617 -0.57 0.31 -0.88
H 1.90993 -19.36008 -18.68959 0.01 0.10 0.00
O -2.65544 -19.56651 -15.46221 -0.18 -0.84 -0.08
C -2.14783 -20.66671 -15.21852 0.72 2.65 -2.15
N -2.10851 -21.14991 -14.00013 -0.34 -0.80 1.94
C -1.41898 -21.48291 -16.24386 0.17 -0.68 -0.94
H -1.48938 -21.90590 -13.76450 -0.22 0.02 0.10
H -2.58207 -20.61644 -13.28618 0.23 -0.08 0.07
H -1.97004 -22.41027 -16.41736 0.02 -0.10 0.05
H -0.39773 -21.75143 -15.97012 -0.10 0.03 0.47
H -1.29474 -20.99803 -17.20984 -0.39 0.40 0.24
O -3.78864 -15.95217 -18.36628 0.54 0.35 -0.24
C -3.39662 -15.50018 -19.44459 0.33 -0.84 2.10
N -3.03399 -16.29577 -20.45595 0.08 -0.07 -1.35
C -3.15156 -14.04989 -19.67865 -0.52 1.13 -0.84
H -3.01652 -15.87546 -21.37059 0.35 -0.25 -0.02
H -2.99179 -17.29904 -20.38702 -0.38 0.11 0.35
H -2.50332 -13.87209 -20.53739 0.22 -0.14 0.12
H -2.76069 -13.50872 -18.82022 -0.05 -0.41 0.19
H -4.08541 -13.55832 -19.96305 -0.17 -0.03 0.25
O -3.36812 -18.88955 -18.35310 0.07 0.02 0.68
C -3.30983 -19.77134 -19.19446 0.93 2.07 -1.40
N -4.34119 -20.58568 -19.42331 -1.10 -0.90 0.22
C -2.09738 -19.81306 -20.14287 -0.13 -0.81 0.78
H -5.13180 -20.49581 -18.80204 0.13 0.07 0.10
H -4.36685 -21.38852 -20.02781 0.47 0.21 -0.14
H -1.32514 -20.07962 -19.41767 0.45 -0.33 -0.51
H -1.73574 -18.88172 -20.57523 -0.54 0.35 0.41
H -2.19571 -20.50940 -20.97509 0.08 -0.33 0.29
O -1.11900 -15.12000 -16.73125 -0.88 0.38 0.18
C -0.41011 -14.19366 -17.12872 -0.40 -1.82 1.75
N 0.52522 -14.42801 -18.04088 0.74 1.47 -0.86
C -0.45688 -12.82849 -16.45248 -1.15 -0.75 -1.44
H 0.53119 -15.27201 -18.59771 -0.11 -0.20 0.22
H 1.00938 -13.58721 -18.31334 0.37 -0.49 -0.53
H 0.32960 -12.16882 -16.81228 0.23 0.02 0.74
H -0.65349 -13.00910 -15.39913 0.65 0.36 0.09
H -1.39140 -12.41165 -16.83946 -0.07 0.23 0.12
```
Positions in Å, forces in eV/Å.

The value obtained for the molar mass is 363.4 g/mol. Its spin multiplicity is 1. For the energy above the lowest of the compared OMol25 structures with the same formula, charge and spin, the calculation gives 0.000 eV. The value obtained for the total energy is -1273.7738 a.u. The HOMO energy comes out at -0.24862 Eh.

Atomic partial charges in e from the Löwdin method, atoms 1 to 2:
1 Be 0.9811
2 C -0.0770


Record 3
Entry from OMol25: a structure of composition C22H25BF2N2O2S2Sr at a distorted geometry (ωB97M-V/def2-TZVPD).

```
57
Properties=species:S:1:pos:R:3:forces:R:3
Sr -0.65223 0.51800 -0.11579 2.39 -8.05 1.70
F 3.26883 0.39561 2.46947 -0.20 -0.24 -0.03
B 2.67166 -0.50513 1.60601 -0.02 0.04 -0.28
F 3.70204 -1.12281 0.92018 -0.24 0.03 0.11
C -1.11371 0.24072 6.32699 -0.12 -0.03 -0.07
C -0.39764 0.68773 5.04375 0.05 -0.26 -0.06
C 0.88972 -0.12787 4.83587 -0.15 -0.07 -0.08
C -0.08580 2.18237 5.08996 -0.04 0.08 -0.12
C -1.30328 0.38486 3.90891 -0.20 -0.15 -0.19
N -2.02704 0.07530 3.06558 0.46 0.15 0.32
H -0.45323 0.39987 7.18158 0.01 0.01 -0.03
H -1.36767 -0.82082 6.27268 0.03 0.07 0.04
H -2.03464 0.80849 6.48239 0.06 -0.02 0.01
H 1.58843 0.08217 5.64948 -0.03 0.01 -0.02
H 1.36193 0.10366 3.88075 0.04 0.07 0.05
H 0.66448 -1.19765 4.81837 0.03 0.06 0.08
H 0.49900 2.39859 5.98651 -0.01 -0.03 -0.01
H -0.99864 2.78108 5.11068 0.03 0.00 0.02
H 0.50239 2.47580 4.22233 0.01 0.01 -0.03
C -1.90945 2.34860 0.58614 -1.88 2.23 0.11
C -2.33890 1.88893 -0.77807 -0.86 0.78 0.03
C -1.25537 2.17503 -1.75449 -1.11 1.46 -1.49
C -3.59691 1.43900 -1.11082 -0.36 -0.77 0.28
C -4.70908 1.25720 -0.13920 0.44 0.14 -0.60
C -4.63617 0.37119 0.93983 -0.25 0.17 0.17
C -5.67560 0.26307 1.85236 0.12 0.03 -0.02
C -6.82901 1.02621 1.70273 -0.06 -0.02 -0.01
C -6.92892 1.89787 0.62466 0.12 -0.05 -0.10
C -5.88167 2.01172 -0.28277 -0.26 -0.09 0.14
H -0.83326 2.16251 0.74279 -0.65 2.24 1.25
H -2.51059 2.00099 1.42254 -0.06 -0.20 0.01
H -1.98241 3.43951 0.55113 0.23 0.05 0.40
H -0.26964 1.85387 -1.37560 0.23 1.79 -1.94
H -1.15758 3.26091 -1.82134 0.38 0.04 -0.25
H -1.43416 1.79859 -2.76846 -0.02 -0.14 0.17
H -3.85729 1.35900 -2.16039 -0.04 0.16 -0.03
H -3.76246 -0.24914 1.05028 0.13 -0.07 0.06
H -5.57872 -0.42584 2.68432 -0.02 0.01 -0.02
H -7.64398 0.93790 2.41202 0.02 0.00 0.01
H -7.81925 2.50601 0.50178 0.02 -0.02 -0.02
H -5.96016 2.70728 -1.10850 0.04 0.05 -0.01
O 1.49184 7.06757 -1.98746 -0.05 -0.01 -0.04
S 0.53273 6.04717 -1.59579 0.02 -0.07 0.20
O -0.67059 6.01713 -2.42291 0.13 0.02 0.02
N 1.20569 4.59542 -1.45198 -0.25 -0.55 0.56
C 0.95726 4.05636 -0.20380 -0.16 0.37 -0.90
S 1.23019 2.35851 0.14929 2.07 0.98 0.51
C 0.37366 4.96827 0.71993 -0.26 -0.05 0.00
C -0.01766 4.77060 2.06745 -0.13 0.35 -0.22
C -0.67612 5.78253 2.73327 0.05 0.06 -0.14
C -0.97227 7.01386 2.10089 0.05 -0.07 0.02
C -0.61357 7.21387 0.76677 0.12 -0.11 -0.02
C 0.05807 6.21207 0.09506 0.04 -0.26 0.37
H 0.17288 3.81408 2.52788 0.06 -0.09 0.09
H -0.99481 5.62708 3.76050 0.04 0.02 -0.02
H -1.48394 7.79763 2.64761 -0.02 -0.04 0.00
H -0.86884 8.13937 0.26030 0.02 -0.03 0.00
```
Positions in Å, forces in eV/Å.

The value obtained for the molar mass is 550.0 g/mol. Its charge is -2. Its spin multiplicity is 1. For the energy above the lowest of the compared OMol25 structures with the same formula, charge and spin, the calculation gives 4.809 eV. The value obtained for the total energy is -2164.8984 a.u. The HOMO energy (alpha / beta) comes out at 0.03027 / 0.01230 Eh.

Atomic partial charges in e from the Löwdin method, atoms 1 to 2:
1 Sr 0.9907
2 F -0.0273